A.
Below is one molecule with the formula C3H8N2O, with properties calculated with the ωB97M-V functional and the def2-TZVPD basis.

SMILES string: [H]/N=C(/C)N(C)O
Lowest unoccupied orbital energy in eV: 0.7672
Gap between HOMO and LUMO in eV: 10.1

Geometry as ORCA input:
```
! wB97M-V def2-TZVPD RIJCOSX def2/J DEFGRID3
* xyz 0 1
H 1.11 1.89 -0.75
N 1.59 1.10 -0.87
C 0.72 0.30 -0.54
C 0.93 -1.25 -0.59
N -0.61 0.59 -0.06
C -1.29 -0.27 0.92
O -0.59 1.87 0.53
H 1.80 -1.30 -1.20
H 1.09 -1.84 0.28
H 0.32 -1.75 -1.08
H -2.13 0.08 1.17
H -0.54 -0.43 1.88
H -1.25 -1.37 0.46
H -1.14 2.35 -0.15
*
```



B.
Below is a 2-piece molecular cluster, C3H8N2O overall, with properties calculated with the ωB97M-V functional and the def2-TZVPD basis.

Lowest unoccupied orbital energy in eV: 0.9874
Gap between HOMO and LUMO in eV: 9.0

Geometry as ORCA input:
```
! wB97M-V def2-TZVPD RIJCOSX def2/J DEFGRID3
* xyz 0 1
C -1.13 -0.99 0.27
C 1.30 -0.67 -0.42
N -0.17 0.11 0.17
C 1.10 1.22 1.43
N -0.73 1.08 -0.72
O 0.86 2.31 1.24
H -0.08 1.87 -0.74
H -1.61 1.45 -0.34
H -1.32 -1.44 -0.71
H -2.13 -0.68 0.59
H -0.76 -1.79 0.91
H 1.51 -1.56 0.16
H 1.01 -0.89 -1.44
H 2.15 0.00 -0.41
*
```



C.
Below is a 2-piece molecular cluster, C3H8N2O overall, with properties calculated with the ωB97M-V functional and the def2-TZVPD basis.

SMILES string: C=NC.NC=O
Lowest unoccupied orbital energy in eV: 0.4992
Gap between HOMO and LUMO in eV: 9.9

Geometry as ORCA input:
```
! wB97M-V def2-TZVPD RIJCOSX def2/J DEFGRID3
* xyz 0 1
C 0.85 2.53 -0.31
N 0.28 1.44 -0.67
C -0.04 1.26 -2.09
H 1.60 2.58 0.48
H 0.78 3.39 -1.03
H 0.75 1.01 -2.77
H -0.68 0.36 -2.07
H -0.70 2.02 -2.50
N 0.16 -0.93 0.67
C -0.13 -2.00 1.50
O -1.22 -2.57 1.31
H 0.53 -0.04 0.81
H -0.45 -0.72 -0.14
H 0.70 -2.43 2.08
*
```



D.
Below is one molecule with the formula C3H8N2O, with properties calculated with the ωB97M-V functional and the def2-TZVPD basis.

SMILES string: CC(=O)NCN
Lowest unoccupied orbital energy in eV: 0.9131
Gap between HOMO and LUMO in eV: 10.5

Geometry as ORCA input:
```
! wB97M-V def2-TZVPD RIJCOSX def2/J DEFGRID3
* xyz 0 1
C 0.03 -2.01 -0.98
C -0.51 -0.98 -0.02
O -1.64 -0.99 0.38
N 0.42 -0.06 0.38
C 0.09 1.21 0.98
N 0.26 2.29 0.01
H -0.66 -2.84 -1.11
H 0.31 -1.63 -1.96
H 0.94 -2.48 -0.59
H 1.40 -0.20 0.19
H -0.93 1.12 1.37
H 0.70 1.39 1.86
H -0.21 3.12 0.35
H -0.20 2.05 -0.86
*
```



Most stable: D (next structure +229.4 kJ/mol)



A.
Below is one molecule with the formula C3H8N2O, with properties calculated with the ωB97M-V functional and the def2-TZVPD basis.

SMILES string: CNN(C)C=O
Lowest unoccupied orbital energy in eV: 0.9187
Gap between HOMO and LUMO in eV: 10.0

Geometry as ORCA input:
```
! wB97M-V def2-TZVPD RIJCOSX def2/J DEFGRID3
* xyz 0 1
C 1.65 -0.47 0.55
N 0.89 -0.31 -0.73
N -0.42 0.00 -0.49
C -0.69 1.41 -0.07
C -1.46 -0.87 -0.16
O -2.55 -0.59 0.32
H 1.23 -1.38 1.12
H 1.35 0.51 1.08
H 2.73 -0.53 0.30
H 0.84 -1.27 -1.19
H -0.53 2.04 -0.94
H -1.73 1.66 0.12
H -0.06 1.71 0.89
H -1.24 -1.93 -0.79
*
```



B.
Below is C3H8N2O as an isolated structure, with properties calculated with the ωB97M-V functional and the def2-TZVPD basis.

Lowest unoccupied orbital energy in eV: 0.7154
Gap between HOMO and LUMO in eV: 9.9

Geometry as ORCA input:
```
! wB97M-V def2-TZVPD RIJCOSX def2/J DEFGRID3
* xyz 0 1
C 0.96 -2.03 0.12
C -0.60 -0.11 -0.19
C -0.52 1.43 -0.19
H 0.03 -2.80 0.97
H 0.94 -2.51 -1.19
H 2.18 -2.06 0.72
H 1.44 0.09 -0.11
H -1.36 1.85 0.42
H -0.54 1.93 -1.22
H 0.35 2.03 1.53
H 1.05 2.76 0.09
N 0.67 -0.61 -0.08
N 0.69 1.92 0.56
O -1.59 -0.78 -0.38
*
```



C.
Below is one molecule with the formula C3H8N2O, with properties calculated with the ωB97M-V functional and the def2-TZVPD basis.

SMILES string: C=N[C@H](C)ON
Lowest unoccupied orbital energy in eV: 1.0353
Gap between HOMO and LUMO in eV: 10.5

Geometry as ORCA input:
```
! wB97M-V def2-TZVPD RIJCOSX def2/J DEFGRID3
* xyz 0 1
C -1.41 1.75 0.16
N -1.36 0.63 -0.40
C -0.16 -0.25 -0.36
C -0.58 -1.58 0.28
O 0.89 0.36 0.34
N 2.16 0.06 -0.38
H -2.33 2.32 0.06
H -0.59 2.22 0.71
H 0.12 -0.41 -1.41
H 0.22 -2.30 0.17
H -0.79 -1.42 1.33
H -1.48 -1.94 -0.22
H 2.57 0.97 -0.58
H 2.74 -0.41 0.31
*
```



Most stable: A (next structure +18.2 kJ/mol)